Computed, not measured: a single C5H7NO molecule, with ωB97M-V/def2-TZVPD.

Computed properties:
Energy relative to the best compared isomer or geometry (same formula, charge and spin) in kJ/mol: 213.3
M in g mol⁻¹: 97.1
E in eV: -8833.9916
Max |F| in Eh/bohr: 0.021
Frontier orbital gap in eV: 10.437
E_LUMO in eV: 1.0

Structure (ORCA input):
```
! wB97M-V def2-TZVPD RIJCOSX def2/J DEFGRID3
* xyz 0 1
C -0.9030 0.5360 -0.7431
C -1.0966 -1.1595 0.8244
H -1.4489 0.9454 -1.5973
O 0.0972 -0.8276 1.4230
H 1.9665 -0.3118 0.6595
H 0.2435 2.3839 -0.6615
H -1.4852 -2.1229 1.1440
H 1.1978 -1.8039 -0.0039
N -1.6371 -0.5187 -0.1176
C 0.6197 0.2559 -0.6778
H 1.3192 0.2671 -1.5127
H 0.0386 1.6341 0.9953
C 0.0549 1.4919 -0.0778
C 1.0333 -0.7698 0.3455
*
```

Löwdin atomic charge list, values in e, 4 entries:
1. C -0.24
2. C -0.23
3. H 0.13
4. O -0.07

Computed, not measured: a molecular structure, BeH8O8S, with ωB97M-V/def2-TZVPD.

Computed properties:
Energy relative to the best compared isomer or geometry (same formula, charge and spin) in kJ/mol: 101.6
M in g mol⁻¹: 177.1
E in eV: -27747.6584
Max |F| in Eh/bohr: 0.131
Frontier orbital gap in eV: 4.567
E_LUMO in eV: -1.7

Structure (ORCA input):
```
! wB97M-V def2-TZVPD RIJCOSX def2/J DEFGRID3
* xyz 0 1
O -1.3313 1.4261 1.0330
H -1.9343 1.4961 1.7750
O 2.1037 -0.9449 -0.5270
H -1.9263 1.8281 0.3880
O -1.5413 -2.6739 -1.5300
O -0.5033 -0.7409 -0.7040
H 1.4867 0.2031 2.0380
O 0.7577 -0.2579 1.6460
O -1.9503 -0.4619 -2.4850
O -2.8183 -1.0919 -0.4730
H 2.7647 -1.3629 0.0640
O 1.0447 1.4381 -0.4340
Be 0.6917 -0.1979 -0.0510
H -0.0443 -0.0889 2.1810
H 0.4067 1.9961 0.0980
H 2.5887 -1.1089 -1.3540
S -1.7043 -1.2959 -1.3190
H 1.9087 1.8381 -0.3460
*
```

Löwdin atomic charge list, values in e, 4 entries:
1. O -0.04
2. H 0.07
3. O 0.11
4. H 0.09

> Number 1 is which compound?

C5H7NO

> Which formula does entry 2 have?

BeH8O8S